C93H228N4O23 | ωB97M-V/def2-TZVPD

For the energy, the calculation gives -153183.108 eV. The charge is 0.

Last columns: bonded neighbours and bond lengths (Å).
Atoms and positions in Å:
1 C -6.089 -1.582 -4.054  C2 1.564, H5 1.086, H6 1.087, H7 1.123
2 C -5.708 -2.966 -3.431  C1 1.564, C3 1.486, O4 1.383, H8 1.087
3 C -6.003 -4.165 -4.257  C2 1.486, H9 1.085, H10 1.099, H11 1.093
4 O -4.362 -2.917 -3.121  C2 1.383, H12 0.998
5 H -5.553 -0.762 -3.586  C1 1.086
6 H -7.165 -1.439 -4.000  C1 1.087
7 H -5.806 -1.685 -5.135  C1 1.123
8 H -6.256 -3.028 -2.495  C2 1.087
9 H -5.753 -5.061 -3.700  C3 1.085
10 H -5.338 -4.162 -5.132  C3 1.099
11 H -7.040 -4.158 -4.606  C3 1.093
12 H -4.247 -3.115 -2.150  O4 0.998
13 C -3.743 3.477 5.081  C14 1.535, H17 1.066, H18 1.094, H19 1.079
14 C -2.292 3.427 4.585  C13 1.535, C15 1.544, O16 1.478, H20 1.124
15 C -1.249 3.500 5.722  C14 1.544, H21 1.059, H22 1.077, H23 1.055
16 O -2.051 2.173 3.841  C14 1.478, H24 0.992
17 H -4.421 3.253 4.290  C13 1.066
18 H -4.045 4.439 5.507  C13 1.094
19 H -4.026 2.770 5.846  C13 1.079
20 H -2.162 4.237 3.817  C14 1.124
21 H -0.321 3.759 5.282  C15 1.059
22 H -1.046 2.495 6.050  C15 1.077
23 H -1.444 4.039 6.608  C15 1.055
24 H -2.313 1.450 4.468  O16 0.992
25 C 5.452 7.216 -1.034  C26 1.530, H29 1.134, H30 1.110, H31 1.091
26 C 4.623 6.208 -1.831  C25 1.530, C27 1.501, O28 1.420, H32 1.075
27 C 3.502 5.638 -1.012  C26 1.501, H33 1.137, H34 1.109, H35 1.080
28 O 4.119 6.842 -2.998  C26 1.420, H36 0.938
29 H 4.708 7.723 -0.345  C25 1.134
30 H 5.972 7.970 -1.662  C25 1.110
31 H 6.209 6.654 -0.484  C25 1.091
32 H 5.230 5.377 -2.140  C26 1.075
33 H 2.959 6.574 -0.662  C27 1.137
34 H 3.905 5.180 -0.087  C27 1.109
35 H 2.824 4.919 -1.447  C27 1.080
36 H 3.802 6.106 -3.486  O28 0.938
37 C -1.423 7.692 0.429  C38 1.445, H41 1.084, H42 1.084, H43 1.128
38 C -0.439 8.729 0.636  C37 1.445, C39 1.601, O40 1.439, H44 1.096
39 C -0.707 10.227 0.135  C38 1.601, H45 1.102, H46 1.109, H47 1.092
40 O -0.286 8.754 2.067  C38 1.439, H48 0.931
41 H -1.111 6.833 1.012  C37 1.084
42 H -1.625 7.388 -0.592  C37 1.084
43 H -2.382 8.144 0.815  C37 1.128
44 H 0.481 8.479 0.096  C38 1.096
45 H -0.720 10.227 -0.967  C39 1.102
46 H 0.080 10.872 0.577  C39 1.109
47 H -1.694 10.489 0.521  C39 1.092
48 H 0.306 9.470 2.121  O40 0.931
49 C -5.558 -1.980 0.218  C50 1.519, H53 1.090, H54 1.119, H55 1.160
50 C -5.404 -3.469 0.480  C49 1.519, C51 1.509, O52 1.423, H56 1.110
51 C -6.725 -4.144 0.758  C50 1.509, H57 1.099, H58 1.040, H59 1.055
52 O -4.593 -3.889 -0.612  C50 1.423, H60 0.969
53 H -4.533 -1.631 0.093  C49 1.090
54 H -6.011 -1.429 1.081  C49 1.119
55 H -6.145 -1.772 -0.760  C49 1.160
56 H -4.711 -3.607 1.337  C50 1.110
57 H -6.568 -5.209 0.981  C51 1.099
58 H -7.482 -3.987 0.062  C51 1.040
59 H -7.189 -3.692 1.591  C51 1.055
60 H -4.633 -4.841 -0.789  O52 0.969
61 C -2.603 6.037 -2.983  C62 1.517, H65 1.136, H66 1.107, H67 1.137
62 C -3.667 6.817 -2.235  C61 1.517, C63 1.491, O64 1.443, H68 1.119
63 C -3.659 8.284 -2.501  C62 1.491, H69 1.086, H70 1.130, H71 1.128
64 O -5.028 6.417 -2.500  C62 1.443, H72 1.018
65 H -1.664 6.481 -2.523  C61 1.136
66 H -2.582 6.353 -4.044  C61 1.107
67 H -2.666 4.921 -2.772  C61 1.137
68 H -3.525 6.668 -1.134  C62 1.119
69 H -2.683 8.668 -2.217  C63 1.086
70 H -4.365 8.862 -1.835  C63 1.130
71 H -3.867 8.584 -3.568  C63 1.128
72 H -5.212 5.593 -1.931  O64 1.018
73 C -1.581 -3.615 1.864  C74 1.502, H77 1.043, H78 1.102, H79 1.085
74 C -1.585 -5.057 2.285  C73 1.502, C75 1.492, O76 1.431, H80 1.084
75 C -2.757 -5.485 3.103  C74 1.492, H81 1.069, H82 1.149, H83 1.085
76 O -1.423 -5.949 1.178  C74 1.431, H84 0.967
77 H -1.941 -2.958 2.591  C73 1.043
78 H -2.041 -3.545 0.866  C73 1.102
79 H -0.562 -3.306 1.657  C73 1.085
80 H -0.691 -5.141 2.891  C74 1.084
81 H -3.646 -5.144 2.616  C75 1.069
82 H -2.735 -5.030 4.157  C75 1.149
83 H -2.830 -6.566 3.140  C75 1.085
84 H -0.478 -5.935 0.973  O76 0.967
85 C -1.552 -3.122 -7.411  C86 1.539, H89 1.058, H90 1.143, H91 1.095
86 C -2.233 -2.305 -6.298  C85 1.539, C87 1.583, O88 1.452, H92 1.069
87 C -3.597 -1.738 -6.865  C86 1.583, H93 1.054, H94 1.075, H95 1.118
88 O -2.494 -3.277 -5.251  C86 1.452, H96 0.980
89 H -1.191 -2.568 -8.237  C85 1.058
90 H -2.267 -3.922 -7.808  C85 1.143
91 H -0.694 -3.630 -6.960  C85 1.095
92 H -1.515 -1.565 -6.017  C86 1.069
93 H -4.127 -1.234 -6.106  C87 1.054
94 H -4.164 -2.608 -7.142  C87 1.075
95 H -3.449 -1.017 -7.707  C87 1.118
96 H -3.159 -2.955 -4.609  O88 0.980
97 C 1.430 6.204 3.447  C98 1.552, H101 1.128, H102 1.116, H103 1.047
98 C 1.886 4.853 4.060  C97 1.552, C99 1.546, O100 1.446, H104 1.073
99 C 3.240 4.337 3.523  C98 1.546, H105 1.122, H106 1.113, H107 1.133
100 O 1.927 4.821 5.505  C98 1.446, H108 1.003
101 H 1.251 6.012 2.350  C97 1.128
102 H 2.105 7.086 3.557  C97 1.116
103 H 0.454 6.249 3.823  C97 1.047
104 H 1.195 4.079 3.786  C98 1.073
105 H 3.445 3.233 3.524  C99 1.122
106 H 4.098 4.838 4.025  C99 1.113
107 H 3.357 4.630 2.434  C99 1.133
108 H 1.971 5.797 5.730  O100 1.003
109 C 5.863 -5.820 -1.614  C110 1.528, H113 1.126, H114 1.084, H115 1.071
110 C 5.944 -6.860 -2.732  C109 1.528, C111 1.509, O112 1.479, H116 1.109
111 C 7.402 -7.188 -2.943  C110 1.509, H117 1.065, H118 1.094, H119 1.182
112 O 5.210 -8.137 -2.596  C110 1.479, H120 1.035
113 H 6.613 -4.981 -1.650  C109 1.126
114 H 6.150 -6.379 -0.731  C109 1.084
115 H 4.851 -5.483 -1.515  C109 1.071
116 H 5.519 -6.392 -3.642  C110 1.109
117 H 7.942 -6.305 -3.192  C111 1.065
118 H 7.556 -8.044 -3.608  C111 1.094
119 H 7.931 -7.435 -1.915  C111 1.182
120 H 4.207 -7.917 -2.470  O112 1.035
121 C 3.303 0.073 -6.613  C122 1.548, H125 1.035, H126 1.112, H127 1.101
122 C 2.118 0.199 -5.625  C121 1.548, C123 1.512, O124 1.452, H128 1.079
123 C 1.804 -1.034 -4.807  C122 1.512, H129 1.089, H130 1.074, H131 1.064
124 O 2.477 1.195 -4.631  C122 1.452, H132 0.995
125 H 3.537 1.004 -7.000  C121 1.035
126 H 3.143 -0.590 -7.490  C121 1.112
127 H 4.098 -0.448 -6.056  C121 1.101
128 H 1.231 0.479 -6.171  C122 1.079
129 H 1.002 -0.851 -4.093  C123 1.089
130 H 2.690 -1.267 -4.246  C123 1.074
131 H 1.538 -1.895 -5.373  C123 1.064
132 H 2.706 2.079 -5.025  O124 0.995
133 C 1.654 -4.647 6.305  C134 1.522, H137 1.048, H138 1.136, H139 1.093
134 C 1.263 -5.536 5.134  C133 1.522, C135 1.519, O136 1.418, H140 1.098
135 C -0.140 -6.104 5.270  C134 1.519, H141 1.105, H142 1.104, H143 1.094
136 O 1.332 -4.721 3.975  C134 1.418, H144 0.937
137 H 1.028 -3.807 6.279  C133 1.048
138 H 2.694 -4.197 6.213  C133 1.136
139 H 1.624 -5.063 7.316  C133 1.093
140 H 1.900 -6.418 4.986  C134 1.098
141 H -0.480 -6.539 4.313  C135 1.105
142 H -0.872 -5.315 5.514  C135 1.104
143 H 0.009 -6.902 6.003  C135 1.094
144 H 2.133 -4.239 4.035  O136 0.937
145 C -5.945 -8.249 -0.247  C146 1.526, H149 1.092, H150 1.090, H151 1.084
146 C -4.659 -7.520 -0.629  C145 1.526, C147 1.519, O148 1.432, H152 1.057
147 C -4.637 -6.862 -1.998  C146 1.519, H153 1.107, H154 1.056, H155 1.094
148 O -4.411 -6.491 0.336  C146 1.432, H156 0.972
149 H -6.755 -7.557 -0.004  C145 1.092
150 H -5.774 -8.851 0.646  C145 1.090
151 H -6.189 -8.903 -1.076  C145 1.084
152 H -3.883 -8.237 -0.601  C146 1.057
153 H -3.667 -6.336 -2.099  C147 1.107
154 H -5.442 -6.180 -2.029  C147 1.056
155 H -4.818 -7.587 -2.797  C147 1.094
156 H -3.444 -6.394 0.328  O148 0.972
157 C 6.416 1.087 -2.797  C158 1.516, H161 1.074, H162 1.046, H163 1.106
158 C 5.120 1.509 -2.134  C157 1.516, C159 1.517, O160 1.466, H164 1.106
159 C 5.098 1.242 -0.640  C158 1.517, H165 1.108, H166 1.109, H167 1.153
160 O 4.916 2.942 -2.369  C158 1.466, H168 0.965
161 H 7.258 1.676 -2.482  C157 1.074
162 H 6.346 1.361 -3.804  C157 1.046
163 H 6.722 0.030 -2.690  C157 1.106
164 H 4.309 1.020 -2.704  C158 1.106
165 H 5.098 0.167 -0.372  C159 1.108
166 H 4.178 1.650 -0.174  C159 1.109
167 H 6.062 1.699 -0.203  C159 1.153
168 H 5.491 3.431 -1.766  O160 0.965
169 C -4.771 2.111 -3.475  C170 1.515, H173 1.111, H174 1.069, H175 1.053
170 C -3.321 1.772 -3.202  C169 1.515, C171 1.571, O172 1.411, H176 1.065
171 C -2.271 2.249 -4.268  C170 1.571, H177 1.086, H178 1.064, H179 1.067
172 O -3.098 2.292 -1.908  C170 1.411, H180 1.017
173 H -4.860 3.206 -3.314  C169 1.111
174 H -5.421 1.698 -2.734  C169 1.069
175 H -4.975 1.933 -4.492  C169 1.053
176 H -3.254 0.712 -3.280  C170 1.065
177 H -1.860 3.175 -3.878  C171 1.086
178 H -2.582 2.449 -5.266  C171 1.064
179 H -1.496 1.519 -4.349  C171 1.067
180 H -2.278 1.952 -1.412  O172 1.017
181 C -1.248 -4.612 -2.289  C182 1.503, H185 1.129, H186 1.125, H187 1.097
182 C -0.148 -3.712 -2.777  C181 1.503, C183 1.511, O184 1.404, H188 1.055
183 C 0.993 -3.853 -1.796  C182 1.511, H189 1.051, H190 1.137, H191 1.109
184 O 0.258 -4.100 -4.064  C182 1.404, H192 1.008
185 H -1.995 -4.623 -3.136  C181 1.129
186 H -1.723 -4.272 -1.328  C181 1.125
187 H -0.821 -5.601 -2.084  C181 1.097
188 H -0.473 -2.708 -2.784  C182 1.055
189 H 0.659 -3.565 -0.842  C183 1.051
190 H 1.838 -3.154 -2.096  C183 1.137
191 H 1.412 -4.879 -1.816  C183 1.109
192 H -0.537 -3.988 -4.673  O184 1.008
193 C -5.189 2.545 1.130  C194 1.558, H197 1.099, H198 1.122, H199 1.116
194 C -5.308 3.989 0.558  C193 1.558, C195 1.523, O196 1.418, H200 1.052
195 C -4.701 5.034 1.485  C194 1.523, H201 1.068, H202 1.135, H203 1.104
196 O -4.788 4.092 -0.757  C194 1.418, H204 0.958
197 H -5.703 2.545 2.102  C193 1.099
198 H -4.125 2.254 1.333  C193 1.122
199 H -5.679 1.698 0.592  C193 1.116
200 H -6.333 4.210 0.470  C194 1.052
201 H -5.099 4.935 2.471  C195 1.068
202 H -4.804 6.099 1.105  C195 1.135
203 H -3.614 4.856 1.569  C195 1.104
204 H -4.330 3.298 -1.038  O196 0.958
205 C 2.290 -7.067 -0.418  C206 1.524, H209 1.049, H210 1.040, H211 1.080
206 C 2.139 -7.155 1.096  C205 1.524, C207 1.545, O208 1.389, H212 1.094
207 C 3.475 -7.200 1.870  C206 1.545, H213 1.120, H214 1.126, H215 1.027
208 O 1.414 -6.050 1.525  C206 1.389, H216 0.939
209 H 1.358 -6.952 -0.885  C205 1.049
210 H 2.841 -7.860 -0.806  C205 1.040
211 H 2.810 -6.145 -0.633  C205 1.080
212 H 1.610 -8.094 1.280  C206 1.094
213 H 3.223 -7.286 2.958  C207 1.120
214 H 4.121 -6.284 1.759  C207 1.126
215 H 4.009 -8.007 1.526  C207 1.027
216 H 1.482 -5.897 2.449  O208 0.939
217 C 0.293 -0.113 7.021  C218 1.594, H221 1.064, H222 1.118, H223 1.133
218 C 0.679 -0.230 5.479  C217 1.594, C219 1.499, O220 1.447, H224 1.138
219 C 2.137 -0.508 5.266  C218 1.499, H225 1.088, H226 1.102, H227 1.100
220 O -0.171 -1.362 5.176  C218 1.447, H228 0.944
221 H 0.558 -1.077 7.386  C217 1.064
222 H -0.795 0.138 7.074  C217 1.118
223 H 0.758 0.753 7.585  C217 1.133
224 H 0.329 0.693 4.912  C218 1.138
225 H 2.340 -1.336 5.943  C219 1.088
226 H 2.799 0.355 5.449  C219 1.102
227 H 2.225 -0.864 4.229  C219 1.100
228 H 0.274 -2.128 4.849  O220 0.944
229 C 5.436 4.246 -7.396  C230 1.559, H240 1.131, H241 1.087, H242 1.085
230 C 5.065 5.166 -6.193  C229 1.559, C231 1.561, N235 1.484, C239 1.516
231 C 5.021 6.630 -6.733  C230 1.561, C232 1.568, H243 1.100, H244 1.122
232 C 3.678 6.866 -7.507  C231 1.568, C233 1.538, H245 1.063, H246 1.076
233 C 2.447 6.596 -6.625  C232 1.538, C234 1.513, H247 1.116, H248 1.091
234 C 2.479 5.137 -6.229  C233 1.513, N235 1.464, C237 1.506, C238 1.546
235 N 3.755 4.851 -5.570  C230 1.484, C234 1.464, O236 1.397
236 O 3.794 3.508 -5.187  N235 1.397, H258 0.978
237 C 1.410 4.935 -5.187  C234 1.506, H249 1.089, H250 1.077, H251 1.128
238 C 2.106 4.283 -7.462  C234 1.546, H252 1.132, H253 1.110, H254 1.069
239 C 6.224 4.995 -5.231  C230 1.516, H255 1.094, H256 1.060, H257 1.064
240 H 6.236 4.694 -8.057  C229 1.131
241 H 5.712 3.220 -7.162  C229 1.087
242 H 4.571 4.246 -8.051  C229 1.085
243 H 5.103 7.332 -5.890  C231 1.100
244 H 5.924 6.741 -7.390  C231 1.122
245 H 3.696 7.845 -7.921  C232 1.063
246 H 3.790 6.353 -8.445  C232 1.076
247 H 1.497 6.786 -7.179  C233 1.116
248 H 2.457 7.236 -5.741  C233 1.091
249 H 0.390 5.170 -5.488  C237 1.089
250 H 1.575 5.561 -4.326  C237 1.077
251 H 1.542 3.903 -4.749  C237 1.128
252 H 2.573 3.258 -7.345  C238 1.132
253 H 2.370 4.744 -8.437  C238 1.110
254 H 1.041 4.190 -7.461  C238 1.069
255 H 6.231 5.757 -4.447  C239 1.094
256 H 6.187 4.000 -4.867  C239 1.060
257 H 7.115 5.067 -5.809  C239 1.064
258 H 4.090 3.439 -4.257  O236 0.978
259 C 4.338 -0.864 1.969  C260 1.510, H270 1.052, H271 1.117, H272 1.144
260 C 4.135 -2.327 1.653  C259 1.510, C261 1.594, N265 1.455, C269 1.532
261 C 5.056 -2.842 0.458  C260 1.594, C262 1.514, H273 1.093, H274 1.066
262 C 6.473 -2.929 0.983  C261 1.514, C263 1.531, H275 1.100, H276 1.075
263 C 6.610 -3.819 2.221  C262 1.531, C264 1.553, H277 1.034, H278 1.025
264 C 5.645 -3.392 3.360  C263 1.553, N265 1.458, C267 1.597, C268 1.524
265 N 4.319 -3.238 2.772  C260 1.455, C264 1.458, O266 1.423
266 O 3.445 -2.853 3.827  N265 1.423, H288 1.019
267 C 5.687 -4.636 4.362  C264 1.597, H279 1.144, H280 1.107, H281 1.106
268 C 6.152 -2.167 4.112  C264 1.524, H282 1.075, H283 1.151, H284 1.095
269 C 2.703 -2.519 1.144  C260 1.532, H285 1.058, H286 1.070, H287 1.072
270 H 3.731 -0.261 1.356  C259 1.052
271 H 5.384 -0.502 1.821  C259 1.117
272 H 4.019 -0.645 3.046  C259 1.144
273 H 4.692 -3.834 0.182  C261 1.093
274 H 4.953 -2.210 -0.394  C261 1.066
275 H 6.883 -1.938 1.230  C262 1.100
276 H 7.169 -3.284 0.245  C262 1.075
277 H 7.609 -3.791 2.485  C263 1.034
278 H 6.286 -4.747 1.932  C263 1.025
279 H 6.708 -4.591 4.878  C267 1.144
280 H 4.890 -4.553 5.124  C267 1.107
281 H 5.673 -5.588 3.799  C267 1.106
282 H 7.176 -2.300 4.412  C268 1.075
283 H 6.111 -1.209 3.474  C268 1.151
284 H 5.680 -2.023 5.090  C268 1.095
285 H 2.569 -3.547 0.929  C269 1.058
286 H 2.598 -2.001 0.215  C269 1.070
287 H 1.914 -2.205 1.798  C269 1.072
288 H 3.902 -2.056 4.269  O266 1.019
289 C -4.454 0.600 8.159  C290 1.501, H300 1.080, H301 1.135, H302 1.068
290 C -4.566 -0.716 7.445  C289 1.501, C291 1.574, N295 1.530, C299 1.507
291 C -6.067 -1.162 7.604  C290 1.574, C292 1.552, H303 1.095, H304 1.063
292 C -6.586 -2.201 6.575  C291 1.552, C293 1.534, H305 1.086, H306 1.074
293 C -6.109 -1.812 5.170  C292 1.534, C294 1.538, H307 1.113, H308 1.036
294 C -4.629 -1.425 5.005  C293 1.538, N295 1.465, C297 1.562, C298 1.503
295 N -4.334 -0.366 5.973  C290 1.530, C294 1.465, O296 1.413
296 O -3.025 0.128 5.780  N295 1.413, H318 0.975
297 C -3.820 -2.755 5.132  C294 1.562, H309 1.140, H310 1.061, H311 1.088
298 C -4.435 -0.887 3.615  C294 1.503, H312 1.121, H313 1.103, H314 1.078
299 C -3.595 -1.713 8.022  C290 1.507, H315 1.128, H316 1.084, H317 1.128
300 H -3.428 0.938 8.181  C289 1.080
301 H -4.891 0.540 9.204  C289 1.135
302 H -5.114 1.307 7.706  C289 1.068
303 H -6.219 -1.511 8.631  C291 1.095
304 H -6.570 -0.255 7.371  C291 1.063
305 H -7.647 -2.395 6.697  C292 1.086
306 H -6.144 -3.172 6.701  C292 1.074
307 H -6.643 -0.884 4.866  C293 1.113
308 H -6.342 -2.525 4.456  C293 1.036
309 H -2.703 -2.782 5.359  C297 1.140
310 H -4.331 -3.522 5.659  C297 1.061
311 H -3.805 -3.101 4.101  C297 1.088
312 H -4.915 0.099 3.378  C298 1.121
313 H -3.353 -0.835 3.410  C298 1.103
314 H -4.925 -1.448 2.836  C298 1.078
315 H -3.407 -1.441 9.101  C299 1.128
316 H -2.598 -1.808 7.608  C299 1.084
317 H -3.960 -2.781 8.043  C299 1.128
318 H -2.419 -0.636 5.757  O296 0.975
319 C 1.108 2.989 1.078  C320 1.569, H330 1.100, H331 1.113, H332 1.074
320 C 0.228 2.744 -0.198  C319 1.569, C321 1.525, N325 1.525, C329 1.455
321 C 1.098 2.239 -1.345  C320 1.525, C322 1.548, H333 1.085, H334 1.119
322 C 1.612 0.819 -1.006  C321 1.548, C323 1.480, H335 1.098, H336 1.056
323 C 0.462 -0.112 -0.958  C322 1.480, C324 1.551, H337 1.080, H338 1.078
324 C -0.521 0.280 0.177  C323 1.551, N325 1.498, C327 1.538, C328 1.529
325 N -0.884 1.725 0.027  C320 1.525, C324 1.498, O326 1.425
326 O -1.816 2.243 0.973  N325 1.425, H348 0.970
327 C -1.805 -0.536 -0.053  C324 1.538, H339 1.088, H340 1.064, H341 1.115
328 C 0.043 -0.126 1.539  C324 1.529, H342 1.056, H343 1.150, H344 1.137
329 C -0.328 4.059 -0.480  C320 1.455, H345 1.055, H346 1.053, H347 1.091
330 H 0.552 3.351 1.955  C319 1.100
331 H 1.916 3.725 0.865  C319 1.113
332 H 1.622 2.094 1.378  C319 1.074
333 H 0.446 2.265 -2.212  C321 1.085
334 H 1.954 2.930 -1.549  C321 1.119
335 H 2.187 0.793 -0.071  C322 1.098
336 H 2.201 0.475 -1.813  C322 1.056
337 H 0.811 -1.095 -0.677  C323 1.080
338 H -0.074 -0.072 -1.892  C323 1.078
339 H -1.580 -1.601 -0.081  C327 1.088
340 H -2.583 -0.279 0.626  C327 1.064
341 H -2.209 -0.214 -1.040  C327 1.115
342 H 0.050 -1.177 1.646  C328 1.056
343 H 1.157 0.137 1.643  C328 1.150
344 H -0.591 0.265 2.398  C328 1.137
345 H -1.051 4.423 0.196  C329 1.055
346 H -0.667 4.059 -1.477  C329 1.053
347 H 0.424 4.835 -0.631  C329 1.091
348 H -1.596 2.157 1.914  O326 0.970